16
Properties=species:S:1:pos:R:3 method="wB97M-V/def2-TZVPD" lumo_energy_ev="-12.29 / -12.87" homo_ha="-0.7551 / -0.7188" charge=+2 relative_energy_kcal_mol=0.0
Pb 1.27209 -1.81066 -0.30882
C 0.07670 -0.70690 -1.96313
H 0.82963 -0.45343 -2.72820
H -0.63696 -1.45161 -2.33236
H -0.44306 0.17835 -1.59916
H -2.44720 0.77399 -2.43010
H -2.74088 0.73817 -1.73692
N -0.35191 -0.62113 1.25587
C 0.48605 0.34656 1.98063
C 1.40121 0.99351 0.94741
O 1.33935 2.19780 0.76302
O 2.15844 0.14844 0.28307
H -1.06105 -0.11773 0.70999
H -0.86907 -1.14626 1.96154
H -0.11680 1.11042 2.48102
H 1.10345 -0.17953 2.71614

=====

12
Properties=species:S:1:pos:R:3 method="wB97M-V/def2-TZVPD" smiles="C=C.C=C" lumo_energy_ev=1.15 homo_ha=-0.3698 charge=0 relative_energy_kcal_mol=34.7
C -1.63106 0.32334 -3.03559
C -0.52456 -0.05028 -2.38023
H -1.68480 1.04282 -3.86062
H -2.57440 -0.07397 -2.64382
H 0.47161 0.33617 -2.62421
H -0.59837 -0.80579 -1.58968
C 1.69578 0.06632 2.44831
C 0.48653 -0.31070 2.94285
H 2.64954 -0.20129 2.91729
H 1.73034 0.63122 1.50974
H 0.43654 -0.87012 3.88400
H -0.45713 -0.08769 2.43199